Entry 1:
This record from OMol25 describes 2 unconnected molecules or ions with the total composition C49H57N4 in a non-equilibrium geometry. The level of theory is ωB97M-V with the def2-TZVPD basis set.

```
110
Properties=species:S:1:pos:R:3:lowdin_charge:R:1
C -2.97 -0.83 -3.07 0.01
C -6.97 -2.32 0.27 -0.20
H 0.75 3.05 0.79 0.07
C 3.75 2.32 1.00 -0.07
H -4.45 1.74 1.55 0.12
H 3.07 -5.34 1.09 0.11
H 3.24 -1.83 2.33 0.12
H -9.19 -3.38 2.32 0.08
C -3.16 3.86 -1.44 0.01
H -3.53 5.53 -0.17 0.11
C -3.75 1.70 -0.49 -0.12
N -8.08 -3.17 0.55 -0.23
C 5.14 3.69 2.41 -0.02
H -2.17 2.80 -4.23 0.12
C -4.73 -2.02 -0.59 0.00
H 2.83 5.05 -1.85 0.08
H -2.81 4.46 -2.27 0.12
H 4.13 -1.12 -2.99 0.08
H 2.40 -4.11 -2.91 0.11
C -4.12 2.33 0.71 -0.01
C -5.78 -2.83 -0.28 0.02
C -3.19 0.25 -2.20 -0.09
C 1.18 -0.21 0.67 -0.26
C 0.71 -1.70 -3.16 -0.06
H 0.83 -2.31 2.56 0.05
H -4.29 4.18 1.73 0.11
H 6.17 1.71 4.15 0.08
C 4.72 4.35 0.16 -0.02
H 5.36 0.21 4.58 0.08
H 5.96 0.45 2.94 0.09
N 2.40 -0.85 0.32 -0.02
H 1.81 3.91 -2.70 0.08
C 2.35 -2.54 -1.46 -0.13
H 0.73 -2.63 -3.72 0.08
H -0.95 -0.19 0.92 0.01
C 4.36 2.56 2.24 -0.13
C 3.28 2.98 -1.39 -0.38
H 5.01 1.98 -2.24 0.09
H 1.99 -0.51 -1.91 0.12
H 1.05 2.56 2.45 0.08
C 2.49 -3.86 -1.86 -0.03
C -3.84 0.32 -0.90 0.05
C 5.49 0.95 3.79 -0.05
C 2.05 -1.46 -2.47 -0.37
C -5.97 -0.12 0.25 0.00
H -0.23 -1.77 0.37 0.04
H 3.88 2.58 -3.45 0.08
H -7.44 -3.59 2.51 0.09
H -3.83 -2.44 -1.01 0.11
C 1.55 1.09 1.01 -0.17
C 2.51 -2.23 -0.11 -0.08
N 3.44 -0.02 0.40 0.19
C 2.31 4.10 -1.75 -0.05
C 3.97 -3.74 2.99 -0.07
C -8.29 -3.78 1.86 -0.06
H -9.42 -4.31 -0.58 0.08
H -10.13 -2.87 0.16 0.08
C 5.32 4.58 1.37 -0.04
H -9.08 -2.72 -1.26 0.09
H 3.30 1.53 5.37 0.08
H 2.71 2.04 -1.30 0.12
H -6.07 0.93 0.42 0.11
H 0.47 -0.90 -3.86 0.07
H 4.93 3.70 -2.59 0.08
H -3.20 -1.83 -2.78 0.10
C 3.93 3.23 -0.05 -0.13
C 2.91 -2.88 2.29 -0.37
H 3.65 -4.78 3.05 0.07
C 3.47 2.24 4.56 -0.05
C 2.75 -4.86 -0.95 -0.05
C -2.16 0.72 -4.74 -0.04
H -8.40 -4.86 1.74 0.08
H 1.54 4.22 -0.99 0.06
C 4.16 1.58 3.37 -0.38
C -0.08 -0.76 0.66 0.02
C 1.56 -2.99 3.00 -0.05
H 1.17 -4.00 2.93 0.09
H 3.50 0.78 2.99 0.12
H 4.87 5.05 -0.64 0.12
C -9.25 -3.27 -0.34 -0.06
H -2.27 -1.40 -5.00 0.11
H -1.79 0.89 -5.74 0.12
C -7.03 -0.94 0.55 0.02
H 4.15 -3.40 4.01 0.08
H 4.09 3.04 4.97 0.08
C -3.56 4.46 -0.26 -0.04
H -7.94 -0.55 0.96 0.13
H -0.10 -1.76 -2.43 0.07
H 5.61 3.88 3.35 0.12
H 2.52 2.67 4.28 0.07
C -2.45 -0.58 -4.32 -0.07
C 0.71 2.21 1.48 0.02
C -2.87 1.56 -2.62 -0.09
H 4.91 -3.70 2.45 0.09
C -3.23 2.47 -1.55 -0.09
H 3.30 -2.25 -4.05 0.08
C 2.88 -4.55 0.39 -0.02
C -4.80 -0.62 -0.36 -0.12
C 4.33 2.80 -2.48 -0.05
H -5.73 -3.89 -0.48 0.12
C 2.78 -3.24 0.83 -0.12
C 3.18 -1.33 -3.49 -0.05
H 1.65 -2.74 4.06 0.08
C -4.01 3.69 0.81 -0.05
N 2.95 1.13 0.81 -0.04
H -0.33 1.91 1.58 0.08
H 2.86 -5.88 -1.28 0.11
H 2.99 -0.53 -4.20 0.08
C -2.37 1.79 -3.90 0.01
H 5.93 5.46 1.52 0.11
```

Net charge ... +1
Lowest unoccupied orbital energy ... -5.44 eV
HOMO energy ... -8.17 eV
Spin multiplicity ... 1
Energy relative to the best compared isomer or geometry (same formula, charge and spin) ... 220.1 kJ/mol
Frontier orbital gap ... 0.1004 Eh
Electronic energy ... -2120.07820 hartree

Entry 2:
This record from OMol25 describes a molecular structure, C33H30AsAuCl2F6INO4PS. The level of theory is ωB97M-V with the def2-TZVPD basis set.

```
81
Properties=species:S:1:pos:R:3:lowdin_charge:R:1
C 2.72 3.33 -0.91 -0.87
H 7.88 -7.52 1.94 0.09
C -0.56 4.55 2.67 -0.04
C -1.69 5.21 3.12 -0.03
C 7.88 -7.09 0.94 -0.04
F 1.07 1.55 -3.55 -0.33
H 8.09 -4.77 2.32 0.12
C -4.93 3.78 -2.97 -0.02
S 4.30 -2.26 0.64 0.65
C -0.69 3.48 1.79 -0.09
N 2.94 -2.71 1.49 -0.12
O 3.84 -2.07 -0.71 -0.29
C -3.36 2.54 -1.03 -0.39
H 3.32 4.22 -1.12 0.05
H 0.42 4.85 3.00 0.12
H -5.13 -4.05 -1.41 0.14
H -3.54 5.41 -2.84 0.13
H 4.21 -4.75 -0.74 0.12
C -4.93 -2.82 0.35 0.07
F -1.03 2.73 -3.39 -0.40
C 6.42 -3.66 1.61 -0.04
H -3.83 5.34 3.04 0.12
H 0.87 -2.56 1.50 0.13
C -3.09 3.78 1.79 -0.08
F 0.83 3.72 -4.66 -0.20
H -5.60 -3.42 0.95 0.14
H -5.27 -2.13 2.82 0.14
C -4.49 1.89 -1.54 -0.10
H -6.16 2.02 -2.86 0.12
H -2.78 1.33 2.72 0.12
H 2.66 -0.09 1.28 0.10
C -3.19 -1.26 -1.15 -0.51
H 1.68 -2.06 0.01 0.11
C -3.02 3.81 -1.51 -0.11
H -5.54 4.25 -3.73 0.12
C 0.63 0.20 0.77 -0.61
H -4.79 0.92 -1.17 0.09
C 5.05 -4.77 -0.06 -0.04
C -2.95 4.82 2.69 -0.04
H 8.91 -6.80 0.72 0.09
C -1.95 3.10 1.34 -0.37
H 2.99 2.49 -1.54 0.05
C -3.23 0.49 2.22 -0.01
C 7.23 -4.77 1.66 -0.02
C -3.01 0.35 0.83 -0.19
C -4.02 -0.38 2.94 0.02
H 1.50 -0.43 2.60 0.14
C -5.27 2.52 -2.50 -0.04
H -4.07 3.51 1.43 0.12
C 1.72 -2.02 1.09 -0.22
C -3.48 -0.82 0.17 -0.18
P -2.15 1.81 0.10 1.06
H -2.16 4.34 -1.13 0.11
H 7.58 -7.86 0.24 0.08
H 0.19 2.95 1.45 0.04
O -0.47 0.45 1.24 -0.03
C -3.81 4.43 -2.47 -0.03
O 4.95 -1.18 1.34 -0.29
Au -0.33 1.62 -1.60 0.77
C -3.79 -2.41 -1.70 -0.12
H -4.17 -0.22 4.00 0.14
F 1.04 1.65 -6.05 -0.16
As 0.02 2.24 -4.84 0.77
Cl 1.03 3.81 -1.35 0.65
H 3.13 -2.69 2.49 0.12
Cl 2.90 2.92 0.78 0.65
O 0.96 0.49 -0.44 -0.12
C 1.69 -0.54 1.53 -0.07
F -0.84 0.71 -4.74 -0.40
C -4.67 -3.18 -0.97 0.01
I -1.91 -0.46 -2.58 1.52
C -4.34 -1.69 0.93 -0.14
H -3.54 -2.71 -2.71 0.10
C 5.32 -3.67 0.75 -0.31
C 6.98 -5.89 0.87 -0.25
C -4.61 -1.45 2.28 0.07
H -1.59 6.04 3.81 0.12
F -1.18 2.86 -5.85 -0.18
H 6.62 -2.78 2.20 0.11
C 5.88 -5.87 0.01 -0.02
H 5.68 -6.73 -0.61 0.12
```

Net charge ... +2
Lowest unoccupied orbital energy (alpha / beta) ... -7.20 / -10.09 eV
⟨S²⟩ ... 3.790
HOMO energy (alpha / beta) ... -12.67 / -12.67 eV
Spin multiplicity ... 4
Energy relative to the best compared isomer or geometry (same formula, charge and spin) ... 164.5 kJ/mol
Frontier orbital gap (alpha / beta) ... 0.2009 / 0.0949 Eh
Electronic energy ... -6558.93414 hartree

Entry 3:
This record from OMol25 describes 12 unconnected molecules or ions with the total composition C24H69NO11S11 in a non-equilibrium geometry. The level of theory is ωB97M-V with the def2-TZVPD basis set.

```
116
Properties=species:S:1:pos:R:3:lowdin_charge:R:1
H -7.40 -8.97 -21.54 0.05
H -10.22 -15.61 -16.48 0.08
H -10.29 -13.37 -18.29 0.05
H -11.87 -13.90 -17.44 0.03
H -14.75 -11.30 -10.41 0.05
C -8.03 -13.43 -20.98 -0.30
H -13.03 -12.13 -15.92 0.03
S -11.47 -11.47 -17.57 0.88
C -17.63 -11.31 -20.65 -0.25
H -8.53 -10.89 -18.02 0.05
O -16.59 -12.04 -18.37 -0.57
H -10.59 -10.75 -12.94 0.02
H -15.90 -7.64 -17.91 0.05
S -8.84 -9.35 -13.63 0.83
H -12.15 -15.05 -13.08 0.07
H -15.76 -14.87 -15.32 0.05
C -14.42 -7.30 -20.22 -0.25
C -12.68 -14.74 -13.98 -0.24
H -15.61 -15.14 -18.49 0.06
O -10.61 -10.67 -16.61 -0.57
H -14.30 -8.38 -16.12 0.02
S -17.96 -11.87 -18.96 0.84
H -11.66 -9.13 -19.81 0.02
C -9.52 -15.63 -21.06 -0.26
H -9.94 -15.44 -14.78 0.08
H -12.47 -13.71 -14.25 0.03
H -13.84 -9.08 -12.13 0.02
H -9.71 -16.67 -21.30 0.05
H -17.31 -11.29 -16.17 0.04
H -13.86 -9.15 -14.58 0.02
C -10.60 -8.86 -19.81 -0.26
H -15.55 -11.00 -11.94 0.04
H -12.07 -9.16 -12.16 0.04
C -10.21 -10.50 -13.93 -0.29
N -8.23 -12.38 -15.26 0.17
H -19.49 -13.64 -19.73 0.06
H -14.73 -13.74 -19.11 0.04
H -16.82 -9.20 -18.07 0.03
H -16.68 -8.25 -14.50 0.04
C -13.80 -8.23 -15.16 -0.24
O -13.82 -6.79 -12.94 -0.57
O -17.60 -12.84 -13.85 -0.56
H -10.52 -13.38 -16.53 -0.02
S -14.80 -8.91 -19.50 0.84
H -13.05 -16.67 -17.57 -0.03
C -16.12 -13.93 -15.73 -0.25
C -14.81 -11.64 -11.44 -0.26
H -14.24 -6.51 -19.48 0.07
O -10.12 -9.64 -22.25 -0.57
C -18.51 -13.58 -19.26 -0.24
H -8.18 -9.32 -15.92 0.01
H -16.69 -11.65 -21.06 0.07
H -13.55 -7.50 -20.84 0.04
H -10.47 -7.80 -20.02 0.05
S -13.18 -11.40 -12.23 0.84
H -17.09 -14.08 -16.19 0.05
H -14.08 -14.67 -17.72 -0.02
H -6.87 -10.59 -17.62 0.09
S -9.49 -9.85 -20.90 0.81
O -7.50 -15.38 -19.29 -0.58
H -10.63 -14.06 -15.67 -0.01
H -15.63 -11.16 -16.31 0.02
O -13.76 -9.11 -18.43 -0.56
S -7.76 -15.20 -20.76 0.83
H -16.96 -7.95 -19.33 0.05
C -13.30 -17.13 -18.52 -0.23
H -10.99 -10.03 -14.52 0.03
H -17.77 -14.08 -19.88 0.06
H -15.12 -12.67 -11.50 0.04
H -15.40 -13.54 -16.45 0.01
H -7.58 -8.81 -19.81 0.05
S -13.55 -15.73 -19.71 0.87
H -15.24 -6.94 -20.84 0.06
O -12.25 -14.95 -19.78 -0.58
O -9.39 -8.29 -12.72 -0.57
H -8.49 -7.69 -20.89 0.05
H -13.05 -9.52 -10.71 0.06
C -14.62 -14.72 -18.67 -0.29
H -13.74 -14.76 -13.70 0.05
C -13.14 -11.58 -16.86 -0.24
H -8.15 -7.71 -15.22 0.05
H -12.48 -17.74 -18.89 0.05
C -16.40 -11.27 -15.55 -0.25
H -9.71 -8.48 -15.75 0.04
C -16.29 -8.40 -18.59 -0.24
O -13.17 -15.35 -16.57 -0.63
C -8.74 -8.62 -15.29 -0.25
S -12.31 -15.79 -15.40 0.95
H -16.49 -10.32 -15.01 0.02
H -10.00 -15.01 -21.83 0.05
C -11.01 -13.23 -17.50 -0.24
C -16.07 -7.95 -13.65 -0.27
H -13.43 -10.58 -16.55 0.01
H -8.37 -13.28 -22.00 0.06
H -10.13 -15.41 -20.18 0.02
H -18.45 -11.62 -21.30 0.06
C -7.95 -11.95 -16.28 -0.25
C -12.97 -9.64 -11.79 -0.23
H -12.77 -7.92 -15.31 0.06
H -13.91 -11.99 -17.50 0.04
H -15.73 -8.87 -13.18 0.03
C -7.65 -11.35 -17.58 -0.06
C -10.62 -15.15 -15.57 -0.24
H -17.67 -10.22 -20.55 0.02
S -14.66 -6.95 -14.20 0.85
C -8.11 -8.69 -20.75 -0.26
S -16.23 -12.68 -14.43 0.83
H -14.22 -17.72 -18.56 0.05
H -16.69 -7.41 -12.94 0.06
H -7.33 -12.13 -18.27 0.07
H -8.81 -13.04 -20.33 0.03
H -7.07 -12.97 -20.75 0.04
H -18.49 -14.05 -18.28 0.04
H -10.35 -8.98 -18.75 0.03
H -9.88 -11.40 -14.44 0.00
O -13.39 -11.41 -13.73 -0.60
```

Lowest unoccupied orbital energy ... -0.05 eV
HOMO energy ... -8.05 eV
Spin multiplicity ... 1
Frontier orbital gap ... 0.2938 Eh
Electronic energy ... -6217.83249 hartree

Entry 4:
This record from OMol25 describes a molecular structure, C36H33AsNO6Y in a non-equilibrium geometry. The level of theory is ωB97M-V with the def2-TZVPD basis set.

```
78
Properties=species:S:1:pos:R:3:lowdin_charge:R:1
H -1.90 0.61 1.65 0.03
H 1.84 -4.10 2.63 0.08
C 4.05 0.72 2.35 -0.15
C 4.16 3.11 2.29 -0.16
C 0.75 1.81 -4.45 -0.11
C 2.77 2.56 -3.41 -0.11
C 0.24 1.49 -3.20 -0.14
C 1.48 -3.13 2.27 -0.05
C -0.37 3.55 1.42 -0.14
H -6.80 1.79 -0.90 0.06
H 2.84 2.44 -1.27 0.07
H 5.55 1.87 3.38 0.07
H 3.09 -5.53 -1.75 0.13
H -2.84 2.40 0.59 0.08
H 1.93 -2.34 2.87 0.08
H 4.44 -0.24 2.68 0.07
C 2.92 0.78 1.53 -0.19
C 2.25 2.26 -2.16 -0.10
C -1.59 0.35 -0.93 -0.50
C 1.30 -6.48 -0.95 -0.29
O -2.65 -5.38 0.36 0.02
C -0.45 3.02 0.13 -0.37
C 2.19 -2.86 -1.83 -0.61
C -1.89 -4.54 -0.10 -0.63
C -4.83 2.18 -0.09 -0.14
C -0.01 -6.28 -0.52 0.06
O 1.85 -7.73 -0.99 0.05
H -1.99 0.77 3.41 0.08
C -3.48 1.86 -0.09 -0.10
H 2.44 2.58 -5.53 0.08
H 2.67 4.10 1.15 0.07
C 1.51 -4.15 -1.35 -0.17
H 4.63 4.04 2.59 0.07
N 0.28 -3.97 -0.90 0.07
H -3.56 -0.60 -2.40 0.08
H -5.92 -0.03 -2.39 0.08
H -0.50 -3.89 1.81 0.10
H -0.36 -3.19 3.40 0.11
O -0.49 -1.82 1.87 -0.27
C -3.91 0.19 -1.74 -0.10
H 1.82 -3.02 1.25 0.06
C -5.25 0.52 -1.73 -0.16
H 1.20 -8.36 -0.65 0.10
C -1.54 5.05 -0.59 -0.10
Y -0.55 -1.59 -0.65 1.37
H -1.89 6.54 0.92 0.08
C -1.42 -1.17 2.77 -0.23
H -2.01 5.62 -1.39 0.09
H -0.75 1.05 -3.08 0.07
C 2.36 1.96 1.05 -0.23
H 3.77 2.98 -3.48 0.09
H -0.41 0.72 2.62 0.06
H -1.10 -1.42 3.78 0.11
C -0.89 4.80 1.70 -0.11
C -0.03 -3.08 2.37 -0.25
H 2.45 -0.17 1.24 0.05
H -5.17 2.97 0.58 0.08
C -1.43 0.33 2.59 -0.09
C -2.93 0.83 -0.92 -0.39
H 0.13 2.99 2.20 0.08
H 0.15 1.63 -5.34 0.09
H -0.66 -7.08 -0.19 0.12
C -1.48 5.56 0.70 -0.13
C 0.98 1.71 -2.04 -0.34
O -2.08 -3.29 -0.28 -0.14
C -0.48 -4.98 -0.52 -0.19
C 2.03 2.35 -4.56 -0.13
H -0.83 5.20 2.71 0.09
C 4.67 1.90 2.74 -0.17
H -2.41 -1.60 2.60 0.13
C -1.05 3.79 -0.87 -0.11
As 0.16 1.20 -0.26 1.18
O 1.42 -1.84 -1.80 -0.15
O 3.35 -2.94 -2.21 0.04
C -5.75 1.53 -0.91 -0.17
H -1.14 3.38 -1.86 0.10
C 2.08 -5.41 -1.39 0.07
C 3.03 3.12 1.47 -0.18
```

Net charge ... -2
Lowest unoccupied orbital energy ... 3.68 eV
HOMO energy ... -0.06 eV
Spin multiplicity ... 1
Frontier orbital gap ... 0.1373 Eh
Electronic energy ... -4171.96415 hartree